[1]
Entry from the OMol25 dataset: a structure of composition C29H26BBr2N12O2Ta (ωB97M-V/def2-TZVPD).

Multiplicity = 2
Net charge = +3
E_HOMO (alpha / beta) = -16.4 / -16.4 eV
Electronic energy = -194760.581 eV
Orbital gap (alpha / beta) = 6.2 / 4.3 eV

Each line ends with the Löwdin spin population.
Positions of all 73 atoms, in Å:
H1 4.689 2.529 -1.157  0.00
C1 -1.507 -4.727 2.112  0.00
H2 0.103 5.897 -5.290  0.00
C2 -0.694 1.244 3.754  0.00
N1 2.154 -2.399 -1.351  0.00
N2 2.453 -3.503 1.849  0.01
N3 1.456 2.185 -1.020  0.00
C3 -2.461 -0.404 -1.177  0.00
N4 -0.561 -2.357 0.955  0.04
H3 -3.106 -1.351 0.637  0.00
H4 -1.178 4.546 0.467  0.00
C4 -1.001 3.625 1.000  0.00
N5 -0.689 0.898 -1.599  0.00
Br1 -1.059 -5.420 5.227  0.18
H5 3.538 -0.394 1.224  0.00
H6 -4.386 -0.724 -0.398  0.00
H7 4.351 -0.712 -0.327  0.00
H8 2.391 3.753 -2.034  0.00
N6 0.242 3.649 -3.140  0.00
C5 -1.779 4.634 -3.348  0.00
H9 -1.903 -5.637 2.545  0.00
N7 -0.575 2.535 0.358  0.00
N8 -0.492 3.465 -1.986  0.00
H10 -1.169 1.829 4.537  0.00
C6 3.244 1.108 -0.296  0.00
H11 -0.409 -3.985 -1.688  0.00
C7 -1.092 -3.220 -1.307  0.00
C8 -0.023 4.814 -5.277  0.00
C9 -2.633 0.160 -2.433  0.00
O1 1.530 -1.543 -0.518  0.02
C10 -0.513 4.367 -3.944  0.00
C11 -1.614 -4.490 0.769  0.03
C12 -1.732 4.038 -2.128  0.00
H12 -0.765 -2.261 -1.692  0.00
C13 -3.420 -1.231 -0.396  0.00
H13 -3.583 -2.208 -0.849  0.00
H14 -2.591 5.205 -3.766  0.00
C14 -1.522 0.951 -2.658  0.00
C15 2.738 -3.353 -0.720  0.00
O2 0.934 -0.727 2.231  0.11
C16 0.435 -3.092 4.926  0.03
H15 -3.483 0.041 -3.083  0.00
C17 -1.127 3.336 2.343  0.00
H16 0.327 1.030 4.068  0.00
H17 0.932 4.349 -5.511  0.00
H18 4.977 0.510 0.765  0.00
C18 -0.808 -3.799 2.902  0.04
C19 -0.364 -2.644 2.270  0.03
C20 -1.096 -3.315 0.184  -0.01
H19 -2.484 3.978 -1.356  0.00
N9 -1.259 -0.002 -0.698  0.00
C21 3.671 2.221 -0.990  0.00
H20 -2.071 -3.465 -1.719  0.00
B1 -0.057 2.402 -1.085  0.00
H21 -1.298 1.616 -3.480  0.00
C22 -0.715 2.023 2.486  0.00
C23 2.520 2.867 -1.434  0.00
Ta1 0.458 -0.276 0.388  0.01
Br2 2.212 -0.900 5.040  0.03
C24 2.636 -3.473 0.716  0.00
C25 0.944 -1.995 4.261  0.07
C26 0.510 -1.739 2.940  0.22
C27 3.435 -4.348 -1.474  0.00
H22 -0.741 4.563 -6.057  0.00
N10 -0.358 1.529 1.267  0.00
C28 4.060 0.065 0.383  0.00
H23 -2.081 -5.221 0.122  0.00
H24 -1.249 0.308 3.661  0.00
N11 1.880 1.086 -0.314  0.00
H25 -1.475 3.993 3.122  0.00
C29 -0.435 -3.985 4.285  0.19
N12 4.008 -5.163 -2.044  0.00
H26 0.733 -3.286 5.948  0.00

***

[2]
Entry from the OMol25 dataset: a structure of composition C29H26BCl7N11O3Ta (ωB97M-V/def2-TZVPD).

Multiplicity = 2
Net charge = +1
E_HOMO (alpha / beta) = -10.8 / -11.4 eV
Electronic energy = -142903.295 eV
Orbital gap (alpha / beta) = 7.2 / 6.8 eV

Each line ends with the Löwdin spin population.
Positions of all 78 atoms, in Å:
C1 2.180 2.902 1.465  0.00
H1 -2.747 -0.505 3.916  0.00
H2 0.935 4.198 0.130  0.00
H3 -0.182 -4.807 0.950  0.00
C2 -0.200 -4.935 4.911  0.00
N1 -1.989 0.572 1.353  0.00
H4 -1.111 6.891 -3.424  0.00
B1 -0.998 2.151 -0.360  0.00
N2 -0.862 1.069 -1.455  0.00
H5 -1.903 -2.800 -1.899  0.00
H6 -5.088 1.428 1.946  0.00
C3 3.128 -2.198 -4.209  0.15
H7 -0.146 -2.959 -2.017  0.00
H8 -0.899 2.174 -3.224  0.00
N3 0.317 2.222 0.485  0.00
C4 -1.693 4.599 -0.096  0.00
C5 -0.851 5.313 -2.003  0.00
Cl1 -0.967 -3.712 1.186  0.00
C6 2.697 -1.418 -3.051  0.07
C7 -0.483 -4.951 3.557  0.00
C8 2.734 0.688 2.705  0.00
H9 2.080 0.136 3.382  0.00
Cl2 2.665 -3.833 -4.233  0.05
C9 3.860 -1.633 -5.220  -0.02
N4 -0.310 -1.369 2.733  0.00
H10 -2.105 4.461 0.890  0.00
Cl3 5.120 0.425 -6.414  0.10
C10 -0.888 -0.958 -2.278  0.00
C11 4.211 -0.263 -5.158  0.23
C12 1.467 -2.648 0.756  0.00
N5 -1.280 3.545 -0.856  0.00
N6 -0.735 3.999 -2.020  0.00
H11 -1.102 -2.678 -3.470  0.00
C13 3.083 -0.005 -3.044  0.15
O1 2.050 -1.921 -2.141  0.27
C14 -0.551 -3.731 2.919  0.00
H12 3.296 -0.039 2.121  0.00
C15 -0.911 -0.066 -3.344  0.00
N7 -2.156 1.671 0.566  0.00
C16 -3.151 0.365 2.010  0.00
C17 -3.406 2.118 0.693  0.00
C18 1.941 1.577 1.813  0.00
Ta1 -0.220 -0.691 1.050  0.00
C19 1.140 3.265 0.630  0.00
C20 -0.044 -2.522 4.884  0.00
H13 -0.167 5.512 -4.009  0.00
H14 -0.650 -5.880 3.024  0.00
C21 -3.357 -0.700 3.033  0.00
H15 3.003 3.515 1.787  0.00
C22 -0.890 1.192 -2.784  0.00
H16 -1.712 -2.543 1.440  0.00
O2 2.123 -3.589 1.094  0.00
Cl4 4.353 -2.571 -6.565  -0.02
H17 0.242 -3.711 6.621  0.00
H18 0.549 6.670 -2.884  0.00
C23 -4.071 1.325 1.609  0.00
Cl5 0.254 -1.032 5.696  0.00
H19 -1.683 6.755 -0.499  0.00
O3 1.730 -1.360 0.741  0.00
C24 -0.333 -2.483 3.511  0.00
C25 -1.011 -2.439 -2.412  0.00
H20 3.427 1.287 3.292  0.00
H21 -1.996 -5.213 0.200  0.00
C26 -0.369 6.143 -3.146  0.00
N8 0.810 1.175 1.204  0.00
C27 0.014 -3.723 5.564  0.00
Cl6 2.568 0.920 -1.710  0.05
C28 3.812 0.542 -4.064  -0.02
H22 -0.963 -0.317 -4.389  0.00
N9 -2.239 -4.270 0.524  0.00
Cl7 4.246 2.200 -4.028  -0.02
H23 -3.746 2.970 0.130  0.00
N10 0.077 -2.706 0.344  0.00
H24 -0.137 -5.862 5.463  0.00
H25 -4.404 -0.713 3.326  0.00
N11 -0.840 -0.272 -1.115  0.00
C29 -1.454 5.746 -0.798  0.00
H26 -3.106 -1.693 2.662  0.00

***

[3]
Entry from the OMol25 dataset: a cluster of 2 separate species, C29H26Cl2F6N3S in total at a distorted geometry (ωB97M-V/def2-TZVPD).

Net charge = +1
E_HOMO = -10.4 eV
Electronic energy = -87144.654 eV
Orbital gap = 4.6 eV

Each line ends with the Mulliken charge.
Positions of all 67 atoms, in Å:
H1 -3.033 0.433 -2.461  0.38
C1 -2.286 -1.768 1.582  0.82
C2 -4.077 2.143 -1.636  0.77
H2 -1.555 3.103 -1.968  0.16
C3 -5.357 1.514 -1.684  -0.16
H3 4.140 -4.098 1.845  0.48
H4 -3.932 -2.062 -1.160  0.26
H5 -3.509 -0.360 2.538  0.28
C4 -6.396 3.446 -0.674  0.41
H6 -5.447 -1.157 1.093  0.36
Cl1 4.956 3.743 -2.994  -0.16
C5 3.247 -2.128 1.778  1.44
S1 0.715 -0.398 2.901  -0.35
F1 7.478 -3.375 0.310  -0.25
H7 2.657 -0.046 1.674  0.31
F2 6.406 -4.808 1.596  -0.28
H8 1.903 -3.676 1.909  0.23
H9 -0.626 0.359 -3.027  0.39
C6 0.797 1.961 -2.734  0.90
H10 3.983 1.203 -3.799  0.44
H11 -3.055 3.970 -1.040  0.35
H12 -4.741 -3.095 0.035  0.32
C7 -5.155 4.101 -0.622  -0.89
C8 -3.991 -2.310 -0.098  -0.58
C9 -1.596 -2.396 2.806  -1.60
H13 1.696 0.222 -3.672  0.38
C10 -6.499 2.153 -1.213  -0.76
F3 3.964 1.779 0.633  -0.21
C11 5.858 -1.196 1.358  -1.21
H14 -5.437 0.516 -2.120  0.39
H15 -1.507 -1.676 3.634  0.37
C12 -4.016 3.458 -1.095  -0.38
H16 6.863 -0.830 1.197  0.50
H17 2.548 4.817 -1.955  0.44
F4 6.130 1.404 0.471  -0.27
C13 -2.635 -2.787 0.458  -0.70
C14 1.883 1.227 -3.291  -0.38
F5 7.657 -3.237 2.502  -0.25
C15 5.025 1.151 1.235  0.94
H18 -1.840 -2.815 -0.294  0.29
C16 0.841 -1.992 2.435  0.44
C17 -2.910 1.462 -2.115  -0.24
C18 3.476 -0.769 1.616  -0.49
C19 3.160 1.767 -3.369  -0.79
H19 -4.308 -0.159 0.168  -0.03
C20 -4.403 -1.091 0.757  -0.31
N1 -3.511 -1.135 1.889  -0.39
C21 2.349 3.816 -2.325  -0.90
H20 -2.145 -3.295 3.134  0.42
H21 -5.093 5.105 -0.213  0.42
H22 -2.738 -3.789 0.897  0.30
C22 4.777 -0.320 1.400  -0.33
C23 6.778 -3.501 1.483  0.84
H23 -0.124 -3.770 2.076  0.24
C24 4.320 -3.036 1.715  -1.00
N2 -0.229 -2.832 2.453  -0.15
Cl2 -7.790 4.230 -0.077  -0.15
H24 -1.562 -1.015 1.188  0.07
C25 3.394 3.068 -2.891  0.51
C26 -0.516 1.387 -2.678  -0.40
C27 -1.652 2.050 -2.226  -0.25
H25 -7.468 1.664 -1.255  0.42
C28 5.607 -2.559 1.519  -0.05
N3 1.975 -2.663 2.000  -0.12
H26 0.268 3.856 -1.799  0.34
F6 5.217 1.766 2.445  -0.25
C29 1.072 3.270 -2.245  -0.29

***

- net charge of number 1 (C29H26BBr2N12O2Ta)?
  +3

***

- Among the records above, which one has the highest electronic energy?
  C29H26Cl2F6N3S